# 1
Entry from the Open Molecules 2025 dataset: a structure of composition C14H20AgCl3GeN5OS2 (wB97M-V/def2-TZVPD).

Atoms and positions in Å:
Ag1 -0.083 -0.125 0.658
C1 -4.956 -2.388 0.921
S1 -4.946 -0.662 0.409
C2 -3.262 -0.188 0.571
S2 -2.133 -1.356 1.170
N1 -3.072 1.021 0.133
N2 -1.766 1.423 0.183
C3 -1.539 2.645 -0.097
C4 -0.167 3.172 -0.011
C5 0.096 4.495 -0.351
C6 1.394 4.963 -0.241
C7 2.381 4.098 0.202
C8 2.026 2.791 0.511
N3 0.786 2.335 0.413
H1 -5.994 -2.701 0.814
H2 -4.652 -2.500 1.960
H3 -4.326 -2.999 0.280
H4 -2.353 3.312 -0.376
H5 -0.705 5.134 -0.694
H6 1.630 5.987 -0.496
H7 3.406 4.421 0.310
H8 2.763 2.074 0.843
Cl1 3.005 -3.059 1.301
Ge1 0.905 -2.588 0.867
Cl2 0.725 -3.212 -1.233
Cl3 -0.143 -4.146 1.974
C9 1.023 0.004 -2.666
N4 2.426 -0.239 -2.410
C10 3.247 -0.468 -3.586
C11 4.519 -1.195 -3.208
C12 5.185 -0.438 -2.078
N5 4.257 -0.294 -0.973
C13 4.820 -0.269 0.358
C14 2.910 -0.252 -1.143
O1 2.158 -0.211 -0.158
H9 0.529 -0.900 -3.029
H10 0.927 0.794 -3.413
H11 0.524 0.334 -1.752
H12 3.482 0.488 -4.072
H13 2.655 -1.056 -4.293
H14 5.183 -1.265 -4.068
H15 4.280 -2.207 -2.875
H16 5.532 0.545 -2.424
H17 6.058 -0.979 -1.707
H18 5.417 -1.166 0.531
H19 4.019 -0.245 1.089
H20 5.460 0.609 0.480

The energy relative to the best compared isomer or geometry (same formula, charge and spin) comes out at 12.7 kcal per mole. The spin multiplicity is 2. The gap between HOMO and LUMO (spin up / spin down) is 6.850 / 6.309 eV. Its total charge is 0. The calculated total energy is -5295.464726 Ha.

=====

# 2
Entry from the Open Molecules 2025 dataset: a structure of composition C14H20AlBBr10O10V (wB97M-V/def2-TZVPD).

Atoms and positions in Å:
O1 -3.938 2.883 -4.067
V1 -4.298 1.433 -3.497
O2 -3.610 0.301 -4.465
Al1 -1.278 2.148 6.485
O3 -1.948 1.611 -2.268
C1 -1.458 0.962 -1.331
O4 -0.825 1.467 -0.348
B1 -0.330 0.506 0.635
O5 -0.729 -0.832 -0.010
C2 -1.419 -0.589 -1.008
O6 -1.854 -1.475 -1.705
O7 1.149 0.587 0.871
C3 1.472 0.658 2.081
O8 2.583 0.528 2.578
C4 0.162 0.823 2.848
O9 -0.860 0.743 1.936
O10 0.059 0.942 4.093
Br1 4.111 -2.494 3.822
C5 2.800 -1.664 5.066
C6 3.312 -0.452 5.701
Br2 1.737 0.175 6.864
H1 2.698 -2.458 5.806
H2 1.867 -1.405 4.567
H3 3.598 0.233 4.902
H4 4.127 -0.729 6.370
Br3 -2.578 -3.455 -5.405
C7 -2.014 -1.763 -6.300
C8 -0.929 -0.998 -5.541
Br4 -0.019 0.478 -6.484
H5 -2.907 -1.141 -6.362
H6 -1.694 -2.092 -7.288
H7 -0.161 -1.746 -5.347
H8 -1.118 -0.779 -4.491
Br5 0.032 5.650 -5.182
C9 -0.652 4.547 -3.740
C10 -1.725 5.470 -3.112
Br6 -0.946 7.089 -2.290
H9 0.136 4.401 -3.001
H10 -1.060 3.574 -4.013
H11 -2.295 4.940 -2.348
H12 -2.479 5.880 -3.783
Br7 5.268 -1.381 -1.256
C11 3.400 -0.876 -0.735
C12 2.988 -1.963 0.211
Br8 3.092 -3.744 -0.627
H13 2.769 -0.732 -1.613
H14 3.736 0.056 -0.281
H15 1.950 -1.866 0.530
H16 3.607 -1.925 1.108
Br9 0.323 -2.728 2.833
C13 -1.604 -2.590 3.164
C14 -2.035 -2.949 4.585
Br10 -1.503 -1.462 5.838
H17 -2.068 -3.330 2.512
H18 -1.951 -1.569 3.008
H19 -1.567 -3.889 4.877
H20 -3.123 -3.009 4.609

The energy relative to the best compared isomer or geometry (same formula, charge and spin) comes out at 40.3 kcal per mole. The gap between HOMO and LUMO is 1.386 eV. Its total charge is +3. The calculated total energy is -28248.147800 Ha.

=====

# 3
Entry from the Open Molecules 2025 dataset: a structure of composition C14H20BN2 (wB97M-V/def2-TZVPD).

Atoms and positions in Å:
C1 -1.051 3.209 -1.201
N1 -1.130 1.804 -0.849
C2 -0.387 0.893 -1.700
C3 -1.786 1.359 0.336
C4 -3.132 0.975 0.351
C5 -3.715 0.557 1.498
N2 -3.006 0.489 2.671
B1 -3.538 0.022 4.058
H1 -2.570 0.001 5.059
C6 -1.688 0.858 2.664
C7 -1.090 1.287 1.544
H2 -1.633 3.815 -0.484
H3 -0.012 3.557 -1.189
H4 -1.462 3.362 -2.204
H5 -0.498 -0.144 -1.337
H6 -0.770 0.948 -2.724
H7 0.679 1.146 -1.708
H8 -3.680 1.030 -0.606
H9 -4.767 0.261 1.515
H10 -4.416 0.761 4.497
H11 -3.918 -1.141 4.047
H12 -1.188 0.771 3.631
H13 -0.024 1.580 1.604
C8 -1.870 0.009 6.185
C9 -1.199 1.269 6.364
C10 0.150 1.521 6.496
C11 1.274 0.699 6.473
C12 1.275 -0.679 6.478
C13 0.150 -1.501 6.503
C14 -1.199 -1.251 6.364
H14 -2.924 0.015 6.399
H15 -1.864 2.107 6.534
H16 0.377 2.577 6.720
H17 2.262 1.216 6.534
H18 2.262 -1.195 6.546
H19 0.380 -2.556 6.733
H20 -1.865 -2.091 6.518

The energy relative to the best compared isomer or geometry (same formula, charge and spin) comes out at 0.4 kcal per mole. The gap between HOMO and LUMO is 7.275 eV. Its total charge is +1. The calculated total energy is -679.462442 Ha.

=====

# 4
Entry from the Open Molecules 2025 dataset: a structure of composition C14H20Cl33N2O6S2 (wB97M-V/def2-TZVPD).

Atoms and positions in Å:
C1 1.951 3.887 0.787
C2 1.525 2.914 -0.300
N1 1.789 3.364 -1.689
S1 3.293 2.909 -2.271
O1 3.066 2.201 -3.513
O2 4.067 4.102 -2.491
N2 3.841 1.906 -1.172
S2 5.365 1.458 -1.294
O3 6.333 2.507 -1.285
O4 5.564 0.458 -0.292
C3 5.600 0.622 -2.863
O5 5.004 -0.648 -2.870
O6 6.000 -1.627 -2.595
H1 1.699 4.913 0.523
H2 2.996 3.768 1.064
H3 1.366 3.648 1.677
H4 0.441 2.813 -0.205
H5 1.937 1.929 -0.154
H6 1.857 4.378 -1.682
H7 6.679 0.512 -2.954
H8 5.240 1.209 -3.703
H9 5.976 -2.211 -3.368
C4 0.895 -0.851 1.811
Cl1 0.664 -2.135 0.630
Cl2 2.329 0.074 1.389
Cl3 -0.542 0.183 1.852
H10 1.032 -1.273 2.798
C5 5.265 5.609 -5.013
Cl4 5.336 4.057 -5.827
Cl5 6.754 6.532 -5.272
Cl6 3.862 6.539 -5.552
H11 5.156 5.409 -3.952
C6 -3.955 0.654 3.921
Cl7 -5.205 1.469 4.871
Cl8 -3.163 1.785 2.827
Cl9 -2.788 -0.130 4.979
H12 -4.433 -0.111 3.324
C7 1.965 1.168 -4.826
Cl10 2.324 -0.556 -5.069
Cl11 3.029 2.168 -5.814
Cl12 0.272 1.479 -5.203
H13 2.140 1.421 -3.784
C8 -4.510 -3.352 6.908
Cl13 -2.854 -2.950 7.368
Cl14 -5.380 -1.921 6.359
Cl15 -4.527 -4.609 5.674
H14 -5.015 -3.738 7.783
C9 -6.096 -7.636 7.464
Cl16 -4.336 -7.686 7.437
Cl17 -6.668 -6.270 8.432
Cl18 -6.753 -7.558 5.831
H15 -6.453 -8.545 7.927
C10 -10.178 -7.293 3.211
Cl19 -10.404 -8.575 4.403
Cl20 -11.731 -6.740 2.584
Cl21 -9.261 -5.955 3.896
H16 -9.610 -7.701 2.385
C11 5.937 -4.784 -0.963
Cl22 4.213 -4.554 -1.229
Cl23 6.253 -6.325 -0.157
Cl24 6.825 -4.686 -2.485
H17 6.289 -3.985 -0.323
C12 -0.289 -2.138 -3.108
Cl25 -2.024 -2.395 -3.333
Cl26 0.018 -0.595 -2.326
Cl27 0.412 -3.434 -2.126
H18 0.184 -2.146 -4.080
C13 3.398 5.793 -7.793
Cl28 1.648 5.602 -7.784
Cl29 4.184 4.331 -8.391
Cl30 3.873 7.197 -8.754
H19 3.724 5.958 -6.774
C14 -8.650 3.574 4.819
Cl31 -8.361 5.255 4.379
Cl32 -7.665 3.108 6.204
Cl33 -10.362 3.294 5.143
H20 -8.361 2.953 3.981

The gap between HOMO and LUMO is 7.559 eV. Its total charge is -1. The calculated total energy is -17088.794031 Ha.

=====

# 5
Entry from the Open Molecules 2025 dataset: a cluster of 2 separate species, C14H20N2O in total (wB97M-V/def2-TZVPD).

Atoms and positions in Å:
C1 -0.429 -0.286 3.506
C2 1.140 -1.127 1.736
C3 0.965 -0.196 2.848
C4 2.433 -0.824 1.233
C5 2.157 0.427 3.126
C6 0.173 -1.929 1.040
C7 0.676 -2.415 -0.111
C8 2.007 -2.230 -0.609
C9 2.911 -1.495 0.097
N1 3.071 0.054 2.103
H1 -0.824 -2.076 1.275
H2 0.071 -3.010 -0.872
H3 2.341 -2.754 -1.509
H4 -0.354 -0.526 4.564
H5 -1.051 -0.897 2.797
H6 2.288 1.312 3.639
H7 3.725 0.782 1.862
H8 3.917 -1.270 -0.273
H9 -0.803 0.634 3.801
C10 -0.547 0.649 -1.641
C11 0.104 0.298 -2.957
C12 -1.948 1.984 -3.030
C13 -2.198 0.811 0.582
C14 -2.755 1.003 -0.904
O1 -3.894 1.271 -1.100
N2 -1.774 1.393 -1.791
H10 -0.449 -0.148 -0.799
H11 0.252 1.098 -0.948
H12 0.405 -0.666 -3.013
H13 1.062 0.744 -3.116
H14 -2.479 0.980 -3.722
H15 -1.177 1.163 0.769
H16 -2.284 -0.196 0.886
H17 -0.340 0.790 -3.955
H18 -2.578 2.951 -2.754
H19 -1.000 2.215 -3.835
H20 -2.814 1.485 1.076

The energy relative to the best compared isomer or geometry (same formula, charge and spin) comes out at 99.9 kcal per mole. The spin multiplicity is 2. The gap between HOMO and LUMO (spin up / spin down) is 2.721 / 6.539 eV. Its total charge is -1. The calculated total energy is -730.002019 Ha.

=====

# 6
Entry from the Open Molecules 2025 dataset: a cluster of 2 separate species, C14H20N2O in total (wB97M-V/def2-TZVPD).

Atoms and positions in Å:
C1 -3.869 -0.655 0.565
C2 -2.327 1.012 -0.791
C3 -2.730 -0.311 -0.437
C4 -1.409 0.652 -1.969
C5 -2.168 -1.324 -1.236
C6 -2.523 2.311 -0.426
C7 -1.807 3.269 -1.169
C8 -1.109 2.938 -2.366
C9 -0.814 1.687 -2.778
N1 -1.394 -0.722 -2.195
H1 -3.064 2.581 0.514
H2 -1.764 4.371 -0.885
H3 -0.695 3.851 -2.906
H4 -3.687 0.135 1.258
H5 -3.764 -1.685 1.025
H6 -2.477 -2.309 -1.271
H7 -0.674 -1.107 -2.769
H8 -0.177 1.295 -3.545
H9 -4.835 -0.737 0.123
C10 2.876 -0.758 0.080
C11 1.937 0.269 -0.478
C12 3.298 0.289 2.107
C13 1.448 -3.133 2.002
C14 1.890 -1.709 2.263
O1 1.549 -1.167 3.300
N2 2.997 -1.074 1.578
H10 2.418 -1.538 -0.462
H11 3.788 -0.382 -0.312
H12 2.184 1.422 -0.396
H13 0.888 0.310 -0.119
H14 3.359 0.271 3.232
H15 0.411 -3.239 2.130
H16 1.882 -3.654 2.909
H17 1.847 0.506 -1.499
H18 4.246 0.824 1.965
H19 2.406 1.063 1.967
H20 1.864 -3.555 0.993

As for the SMILES: Cc1c[nH]c2ccccc12.CCN(C)C(C)=O. The energy relative to the best compared isomer or geometry (same formula, charge and spin) comes out at 104.9 kcal per mole. The gap between HOMO and LUMO is 8.489 eV. Its total charge is 0. The calculated total energy is -730.085805 Ha.